The following is a DFT calculation (the ωB97M-V functional and the def2-TZVPD basis) of one molecule with the formula C7H6F3NO2 at a distorted geometry.

The geometry in ORCA input format:
```
! RIJCOSX wB97M-V def2-TZVPD def2/J DEFGRID3
* xyz 0 1
C -0.22 1.14 0.31
C -1.24 1.44 1.11
C -1.42 -0.09 -1.54
C -2.67 -0.08 -1.24
C -0.17 0.14 -0.78
C -2.52 0.86 1.25
C 0.42 -1.16 -0.28
N -2.94 -0.54 1.52
O -2.09 -1.41 1.29
O -4.10 -0.72 1.93
F -1.13 -0.31 -2.95
F -3.83 -0.24 -1.80
F -3.49 1.75 1.49
H 0.76 1.54 0.71
H -1.28 2.35 1.66
H 0.47 0.66 -1.54
H -0.25 -1.74 0.47
H 1.41 -0.98 0.18
H 0.50 -1.74 -1.10
*
```

Results
DFT total energy = -21084.696 eV
ΔE to the lowest compared entry with this formula, charge and spin = 648.7 kJ/mol
HOMO-LUMO gap (alpha / beta) = 7.88 / 8.04 eV
highest occupied orbital energy (alpha / beta) = -9.0 / -9.9 eV